Density functional theory data (ωB97M-V/def2-TZVPD) for a molecular structure, C28H32N5O3RuSSe2.

Values from the calculation:
* maximum force: 0.7 eV/A
* charge: 0
* orbital gap (alpha / beta): 0.218 / 0.197 hartree
* expectation value of S²: 0.758
* 2S+1: 2
* calculated total energy: -187259.7919 eV

Structure (XYZ):
```
72
Properties=species:S:1:pos:R:3:forces:R:3:lowdin_spin:R:1
Ru 0.7977 0.7108 -1.1755 -0.3 0.5 -0.4 0.7090
N -2.7021 -1.2538 0.3344 0.0 0.0 0.0 0.0023
C -1.8331 -0.3176 -0.0430 0.0 0.0 0.1 0.0056
N -0.5969 -0.5639 -0.3569 0.1 -0.1 0.0 0.0093
C -0.1252 -1.8751 -0.3356 0.0 0.1 0.0 -0.0006
N 1.0486 -2.1888 -0.7921 0.0 0.0 0.0 0.0025
N 1.6724 -1.0784 -1.3135 0.1 -0.2 0.1 0.0023
C 2.7894 -1.1756 -1.9293 0.0 0.1 0.0 -0.0031
C 3.3111 0.0867 -2.4588 0.0 -0.1 0.0 -0.0016
C 4.5115 0.1820 -3.1403 0.0 0.0 0.0 0.0005
C 4.9191 1.4199 -3.6137 0.0 0.0 0.0 -0.0002
C 4.1133 2.5235 -3.3975 0.0 0.0 0.0 0.0006
C 2.9206 2.3592 -2.7089 0.0 0.0 0.0 0.0026
N 2.5336 1.1756 -2.2459 -0.1 0.0 0.0 0.0100
C -1.0022 -2.9118 0.1928 0.0 0.0 0.0 0.0000
C -0.5849 -4.2366 0.3541 0.0 0.0 0.0 -0.0002
C -1.4678 -5.1895 0.8111 0.0 0.0 0.0 0.0002
C -2.7888 -4.8355 1.1042 0.0 0.0 0.0 -0.0002
C -3.2185 -3.5364 0.9497 0.0 0.0 0.0 0.0002
C -2.3181 -2.5733 0.4960 0.0 0.1 0.1 0.0000
H -3.6477 -0.9800 0.5436 0.0 0.0 0.0 0.0003
H -2.1640 0.7142 -0.0882 0.0 0.0 0.0 0.0030
H 3.2998 -2.1236 -2.0501 0.0 0.0 0.0 0.0001
H 5.1108 -0.7045 -3.2950 0.0 0.0 0.0 0.0000
H 5.8537 1.5179 -4.1494 0.0 0.0 0.0 -0.0001
H 4.3902 3.5033 -3.7590 0.0 0.0 0.0 0.0002
H 2.2399 3.1788 -2.5186 0.0 0.0 0.0 0.0001
H 0.4376 -4.4868 0.1073 0.0 0.0 0.0 0.0000
H -1.1433 -6.2134 0.9363 0.0 0.0 0.0 0.0000
H -3.4829 -5.5878 1.4550 0.0 0.0 0.0 0.0000
H -4.2403 -3.2566 1.1743 0.0 0.0 0.0 0.0000
O -1.0377 3.7796 2.7104 0.0 0.0 0.1 0.0013
C 0.0664 2.9360 2.3762 0.0 0.0 0.0 0.0023
C 1.0559 3.6862 1.4906 0.0 -0.1 0.0 0.0031
C 1.4862 4.9554 2.2510 0.0 0.0 0.0 0.0007
O 2.4530 5.7404 1.5626 0.0 0.0 0.0 0.0005
C 2.3139 2.8423 1.2559 0.0 -0.1 -0.1 0.0041
Se 2.0954 0.9320 0.8840 0.2 0.0 0.4 0.0495
C 0.4117 4.1318 0.1806 0.0 0.1 0.0 0.0145
Se -0.4875 2.8064 -0.9489 0.2 -0.4 0.0 0.1524
H -1.8444 3.3405 2.4340 0.0 0.0 0.0 0.0004
H -0.2691 2.0368 1.8587 0.0 0.0 0.0 0.0002
H 0.5666 2.6163 3.2980 0.0 0.0 0.0 0.0002
H 1.8644 4.6643 3.2398 0.0 0.0 0.0 0.0001
H 0.6224 5.6009 2.3989 0.0 0.0 0.0 0.0000
H 3.2721 5.2378 1.5185 0.0 0.0 0.0 0.0000
H 2.9332 2.8490 2.1579 0.0 0.0 0.0 0.0002
H 2.9020 3.2775 0.4459 0.0 0.0 0.0 0.0012
H 1.1606 4.6424 -0.4243 0.0 0.0 0.0 0.0035
H -0.3697 4.8581 0.4038 0.0 0.0 0.0 -0.0002
S -0.1658 0.4073 -3.4003 0.0 -0.1 0.0 0.0156
C -1.7223 -0.3882 -3.1334 0.0 0.1 0.1 0.0040
C -1.8310 -1.7716 -2.9718 -0.1 0.0 -0.1 0.0001
C -3.0578 -2.3654 -2.7066 0.0 0.0 -0.1 0.0001
C -4.2069 -1.5912 -2.6038 0.0 0.0 0.0 -0.0004
C -4.1140 -0.2148 -2.7700 0.0 0.0 0.0 0.0004
C -2.8858 0.3806 -3.0240 0.0 0.0 0.0 0.0009
H -0.9373 -2.3781 -3.0541 0.0 0.0 0.0 0.0003
H -3.1165 -3.4406 -2.5830 0.0 0.0 0.0 0.0000
H -5.1645 -2.0577 -2.4084 0.0 0.0 0.0 0.0000
H -5.0043 0.4005 -2.7078 0.0 0.0 0.0 0.0000
H -2.8075 1.4546 -3.1438 0.0 0.0 0.0 0.0004
C -1.3541 -2.6642 4.1926 0.0 0.0 0.0 0.0000
C -0.5651 -1.6853 3.3636 0.1 0.1 -0.1 0.0001
C 0.9209 -1.9209 3.2371 0.0 0.0 0.0 0.0007
O -1.0944 -0.7510 2.8027 -0.2 0.0 0.1 0.0005
H -0.9601 -2.6848 5.2110 0.0 0.0 0.0 0.0000
H -1.2291 -3.6693 3.7810 0.0 0.0 0.0 0.0000
H -2.4069 -2.3929 4.2059 0.0 0.0 0.0 0.0000
H 1.2791 -2.7069 3.9004 0.0 0.0 0.0 0.0000
H 1.4465 -0.9860 3.4288 0.0 0.0 0.0 0.0007
H 1.1480 -2.1909 2.2036 0.0 0.0 0.0 0.0000
```
Forces are in eV/Å.

---

Density functional theory data (ωB97M-V/def2-TZVPD) for a molecular structure, C28H33Cl5CrN4OPS at a distorted geometry.

Values from the calculation:
* maximum force: 3.8 eV/A
* charge: +2
* orbital gap (alpha / beta): 0.214 / 0.236 hartree
* expectation value of S²: 0.796
* 2S+1: 2
* calculated total energy: -148724.2813 eV

Structure (XYZ):
```
74
Properties=species:S:1:pos:R:3:forces:R:3:lowdin_spin:R:1
Cr -0.3602 -1.1934 0.2832 -1.0 0.2 -3.6 1.1177
C 1.1465 -2.1566 4.1801 -0.1 -0.1 0.0 0.0012
C 0.8608 -2.0000 2.7235 -0.4 0.1 0.1 0.0114
N -0.2335 -1.5120 2.2243 0.5 -0.2 1.5 -0.0023
N -1.2887 -1.2703 3.0638 -0.2 0.2 0.2 -0.0017
C -2.5228 -1.1309 2.5278 -0.1 0.2 -0.2 -0.0003
N -3.5603 -1.0680 3.3487 0.1 0.0 0.0 0.0012
S -2.7174 -1.0061 0.8561 0.5 -0.3 0.1 -0.0141
C 1.8027 -2.4527 1.7094 0.6 -0.3 -0.3 0.0002
C 2.8773 -3.2827 2.0036 -0.2 0.2 0.1 0.0011
C 3.6521 -3.7739 0.9664 0.0 0.0 -0.1 -0.0019
C 3.3437 -3.4045 -0.3338 0.1 0.0 0.2 0.0022
C 2.2512 -2.5849 -0.5539 -0.1 0.2 -0.3 -0.0031
N 1.4929 -2.1142 0.4361 -0.3 -0.1 0.7 -0.0055
H 0.5939 -1.4427 4.7893 0.1 0.0 0.0 0.0002
H 2.2037 -1.9731 4.3627 0.0 0.0 0.0 0.0001
H 0.9194 -3.1681 4.5270 0.0 0.0 0.0 0.0007
H -1.1724 -1.4311 4.0531 0.0 -0.1 0.0 0.0000
H -3.4923 -1.1645 4.3499 0.0 0.0 0.0 -0.0001
H -4.4793 -0.9375 2.9556 0.0 0.0 0.0 -0.0003
H 3.0860 -3.5611 3.0264 0.0 0.0 0.0 0.0001
H 4.4751 -4.4430 1.1774 0.0 0.0 0.0 -0.0001
H 3.9385 -3.7449 -1.1689 -0.1 0.0 0.0 0.0001
H 1.9688 -2.3030 -1.5603 0.0 0.1 0.0 -0.0002
Cl -1.6507 -5.2184 -5.4770 0.0 0.0 -0.1 -0.0077
C -1.2103 -4.0219 -4.3480 0.1 0.1 0.1 -0.0169
C -1.3781 -4.2677 -2.9801 0.0 -0.1 -0.2 0.0025
Cl -1.9963 -5.7600 -2.4183 0.0 0.0 0.1 0.0021
C -1.0191 -3.2786 -2.0892 0.3 0.8 -0.4 -0.0115
Cl -1.0828 -3.5036 -0.3830 -0.2 -0.6 0.5 -0.0060
C -0.5348 -2.0192 -2.4845 -0.2 -1.3 -0.8 0.0030
O -0.2841 -1.1014 -1.5806 0.2 1.0 1.5 -0.0296
C -0.3109 -1.8232 -3.8613 0.0 0.1 0.5 -0.0138
Cl 0.4415 -0.3744 -4.3559 0.0 0.3 0.0 -0.0046
C -0.6508 -2.8091 -4.7800 -0.1 -0.3 0.1 0.0033
Cl -0.3691 -2.5575 -6.4436 0.0 0.0 0.0 0.0024
C -0.2871 2.5759 2.6556 0.0 0.1 0.0 0.0000
C -0.9699 2.6348 1.2871 0.1 -0.3 0.0 -0.0015
C -2.4519 2.2937 1.4650 0.0 0.0 0.0 -0.0002
C -0.8917 4.0480 0.7041 0.0 0.1 0.0 -0.0011
P -0.1517 1.3729 0.1100 0.2 0.5 0.1 -0.0189
C -0.9158 1.8884 -1.4771 0.1 -0.2 0.0 -0.0028
C -2.1459 1.3454 -1.8566 0.1 0.0 0.0 -0.0003
C -2.8026 1.7780 -2.9973 0.0 0.0 0.0 0.0002
C -2.2342 2.7565 -3.7985 0.0 0.0 0.0 -0.0006
C -1.0197 3.3128 -3.4329 0.1 0.0 0.0 -0.0001
C -0.3722 2.8902 -2.2812 0.0 0.0 0.0 -0.0011
C 1.7185 1.7189 0.0664 -0.2 0.0 0.0 -0.0026
C 2.3319 1.0270 1.2926 0.0 0.1 0.0 -0.0004
C 2.1744 3.1810 0.1047 0.0 0.0 -0.1 -0.0011
C 2.2595 1.0548 -1.2070 0.0 0.0 0.1 0.0006
H -0.8977 3.1121 3.3851 0.0 0.0 0.0 0.0000
H 0.6931 3.0513 2.6479 0.0 -0.1 0.0 0.0000
H -0.1788 1.5434 3.0025 0.0 0.0 0.1 0.0000
H -2.9552 3.1483 1.9208 0.0 0.0 0.0 0.0001
H -2.5853 1.4430 2.1292 0.0 0.0 0.0 -0.0001
H -2.9485 2.0905 0.5169 -0.1 0.0 0.0 0.0000
H -1.3923 4.7315 1.3935 0.0 0.0 0.0 -0.0003
H -1.4048 4.1136 -0.2535 0.0 0.0 0.0 0.0000
H 0.1274 4.4038 0.5820 -0.1 0.0 0.0 0.0000
H -2.6154 0.5805 -1.2566 0.0 -0.1 0.0 0.0003
H -3.7636 1.3500 -3.2526 0.0 0.0 0.0 0.0000
H -2.7345 3.0793 -4.7016 0.0 0.0 0.0 0.0000
H -0.5677 4.0857 -4.0410 0.0 0.0 0.0 0.0000
H 0.5540 3.3726 -2.0108 0.0 -0.1 -0.1 0.0000
H 2.1045 1.5621 2.2141 0.1 -0.1 0.0 0.0000
H 3.4185 1.0024 1.1828 0.0 0.0 0.0 0.0000
H 1.9810 0.0037 1.3942 0.1 0.0 0.0 -0.0002
H 1.9708 3.6478 1.0669 0.0 0.0 0.0 0.0000
H 1.7375 3.7941 -0.6783 0.1 0.0 0.1 0.0000
H 3.2567 3.1994 -0.0432 0.0 0.0 0.0 -0.0002
H 2.0166 -0.0043 -1.2341 0.0 -0.1 -0.1 0.0004
H 3.3461 1.1600 -1.2343 0.0 0.0 0.1 0.0000
H 1.8563 1.5051 -2.1107 0.0 0.0 0.0 0.0000
```
Forces are in eV/Å.

---

Density functional theory data (ωB97M-V/def2-TZVPD) for 5 unconnected molecules or ions with the total composition C28H33ClF32I2O5Si.

Values from the calculation:
* maximum force: 0.7 eV/A
* charge: 0
* orbital gap: 0.360 hartree
* SMILES: C[C@H](I)C[Si@@](I)(CCO)CCCCl.FC(F)C(F)(F)COC(F)(F)C(F)F.FC(F)C(F)(F)COC(F)(F)C(F)F.FC(F)C(F)(F)COC(F)(F)C(F)F.FC(F)C(F)(F)COC(F)(F)C(F)F
* calculated total energy: -163372.3138 eV

Structure (XYZ):
```
102
Properties=species:S:1:pos:R:3:forces:R:3:lowdin_charge:R:1
C -3.3123 2.8540 0.5494 -0.1 0.0 0.1 -0.1628
C -4.8113 2.8585 0.2477 0.4 0.1 -0.2 -0.8273
I -5.4490 0.8554 -0.2393 -0.1 -0.1 0.1 0.8399
C -5.2132 3.8048 -0.8890 -0.1 0.0 0.3 -0.3792
Si -6.8985 4.6410 -0.7478 0.0 0.0 -0.7 0.2328
I -7.2660 5.2777 1.5985 0.0 0.0 0.1 0.6070
C -6.8340 6.1931 -1.8182 0.1 0.0 0.3 -0.2785
C -6.6700 7.5104 -1.0865 0.0 0.1 -0.3 -0.3710
O -6.4239 8.5174 -2.0691 0.0 -0.3 -0.1 -0.0740
C -8.2390 3.4839 -1.3909 -0.3 0.0 0.2 -0.3134
C -9.3944 3.0880 -0.4516 -0.1 -0.2 -0.2 -0.3506
C -10.7160 3.7315 -0.8207 0.1 0.1 0.2 -0.5608
Cl -10.5580 5.5183 -0.9702 0.0 0.0 0.0 0.5511
H -2.7730 2.1233 -0.0487 0.1 0.1 -0.1 0.0307
H -3.1376 2.6213 1.5972 0.0 -0.1 0.0 0.0648
H -2.8976 3.8445 0.3596 0.0 0.0 0.0 0.0809
H -5.3452 3.0841 1.1655 -0.1 0.0 0.0 -0.0061
H -4.4657 4.5993 -0.9764 0.0 0.0 0.1 0.0762
H -5.2071 3.2807 -1.8476 0.0 0.1 -0.1 0.0620
H -7.7219 6.2406 -2.4496 0.0 0.0 0.0 0.0740
H -5.9633 6.0858 -2.4729 0.0 -0.1 -0.1 0.0867
H -5.8279 7.4645 -0.3903 0.0 0.0 0.1 0.0940
H -7.5816 7.7483 -0.5337 0.0 0.0 0.2 0.0940
H -6.2503 9.3397 -1.6157 0.0 0.3 0.1 0.0757
H -7.7556 2.5806 -1.7638 0.2 0.0 0.1 0.0427
H -8.6635 3.9827 -2.2660 0.1 0.0 -0.1 0.0608
H -9.1824 3.2946 0.5960 0.1 0.1 0.0 0.0369
H -9.5479 2.0086 -0.5234 -0.1 0.0 0.1 0.1102
H -11.0941 3.3632 -1.7696 0.0 0.1 -0.1 0.0744
H -11.4546 3.5770 -0.0406 -0.1 -0.1 0.0 0.0681
C 1.3724 1.1830 3.8196 0.0 0.3 0.4 -0.0353
C 2.6355 0.6881 3.1079 0.0 0.0 0.0 -0.4448
C 3.0509 1.3840 1.8067 0.0 0.0 0.0 -0.3022
F 2.1039 1.2226 0.8560 0.1 0.0 0.0 0.0876
F 4.1911 0.8174 1.3648 0.0 0.0 0.0 0.1070
F 2.5467 -0.6395 2.9027 0.1 -0.2 0.0 0.1316
F 3.6657 0.9199 3.9713 0.0 0.0 0.0 0.1079
O 0.2095 0.4128 3.5956 0.2 -0.2 -0.1 0.0581
C -0.6311 0.6739 2.5626 -0.2 0.0 0.1 -0.5536
C -0.7503 -0.5389 1.6299 0.1 0.0 0.0 -0.2594
F 0.4714 -0.8360 1.1259 -0.3 0.0 0.0 0.0857
F -1.5705 -0.2123 0.6081 0.0 0.0 -0.2 0.0837
F -0.2773 1.7742 1.8770 0.0 0.1 -0.1 0.1484
F -1.8650 0.8966 3.0727 -0.1 0.1 0.0 0.1412
H 1.5809 1.0545 4.8803 0.0 0.0 0.0 0.1518
H 1.2072 2.2461 3.6439 0.0 0.0 -0.1 0.1496
H 3.2207 2.4506 1.9740 0.0 0.0 0.0 0.1751
H -1.1510 -1.4019 2.1618 0.0 0.0 0.0 0.1816
C 3.4443 -2.7822 -2.8894 -0.2 0.1 -0.3 -0.0394
C 4.9336 -3.1407 -2.7856 0.0 0.0 0.2 -0.4399
C 5.3133 -4.6261 -2.7978 0.0 0.0 -0.1 -0.3068
F 4.8067 -5.2608 -1.7219 0.0 0.0 0.0 0.0939
F 6.6592 -4.7275 -2.7507 0.0 0.0 0.0 0.1004
F 5.4898 -2.5371 -1.7171 0.0 0.0 0.0 0.1386
F 5.5137 -2.6270 -3.9103 0.0 0.0 0.0 0.1043
O 2.7840 -2.4628 -1.6753 0.4 0.0 0.3 0.0364
C 2.1544 -3.4054 -0.9148 -0.2 0.1 -0.3 -0.5378
C 2.7706 -3.4791 0.4912 -0.1 -0.1 -0.1 -0.2666
F 4.0691 -3.8348 0.3621 -0.1 0.1 0.2 0.0896
F 2.1308 -4.4395 1.1938 0.0 0.0 0.0 0.1059
F 2.1523 -4.6135 -1.4939 0.1 -0.2 0.0 0.1635
F 0.8499 -3.0361 -0.7915 0.1 0.0 0.2 0.1283
H 3.4272 -1.8539 -3.4578 0.0 0.0 0.0 0.1434
H 2.8966 -3.5256 -3.4676 0.1 -0.1 0.1 0.1470
H 4.9528 -5.1096 -3.7092 0.0 0.0 0.0 0.1735
H 2.6900 -2.5247 1.0105 0.0 0.1 0.0 0.1616
C -1.4148 0.9000 -2.5320 -0.2 0.1 0.5 -0.0467
C -1.0307 -0.4237 -3.2026 0.0 0.1 -0.2 -0.4328
C 0.4142 -0.9016 -3.0522 -0.1 0.0 0.2 -0.3052
F 1.2754 -0.0510 -3.6496 0.0 0.0 -0.1 0.0994
F 0.5305 -2.1076 -3.6617 0.1 0.0 0.0 0.0983
F -1.3810 -0.4120 -4.5048 0.0 0.0 0.0 0.1412
F -1.7743 -1.3825 -2.5749 0.0 0.0 0.0 0.1056
O -1.4807 2.0497 -3.3557 0.1 -0.3 -0.4 0.0533
C -0.4035 2.8621 -3.5521 -0.2 0.1 0.1 -0.5509
C -0.0422 2.9635 -5.0404 0.0 0.1 0.0 -0.2875
F 0.2865 1.7507 -5.5219 0.0 -0.1 0.0 0.1044
F 1.0253 3.7809 -5.1734 0.0 0.0 0.0 0.1001
F 0.6587 2.5002 -2.8157 0.1 -0.1 0.0 0.1562
F -0.7560 4.1113 -3.1596 0.0 0.1 0.1 0.1368
H -2.4399 0.7389 -2.2046 -0.1 0.1 0.0 0.1243
H -0.8201 1.0761 -1.6349 0.1 -0.1 -0.1 0.1370
H 0.6782 -1.0118 -1.9990 0.0 0.0 0.0 0.1510
H -0.8854 3.3664 -5.6038 0.0 0.0 0.0 0.1752
C 6.0586 -6.4412 4.5059 -0.4 0.0 0.2 -0.0417
C 7.3690 -7.2248 4.3442 0.0 0.1 -0.1 -0.4441
C 8.6069 -6.7012 5.0815 0.0 -0.1 0.1 -0.3105
F 8.9607 -5.4856 4.6231 0.0 0.0 0.0 0.0985
F 9.6331 -7.5518 4.8615 0.0 0.0 0.0 0.0994
F 7.6535 -7.4031 3.0420 0.0 0.0 0.0 0.1438
F 7.1317 -8.4535 4.8978 0.0 0.0 0.0 0.0963
O 5.7138 -5.5560 3.4601 0.4 -0.1 -0.2 0.0536
C 6.0906 -4.2437 3.4613 -0.1 -0.1 0.1 -0.5499
C 6.9135 -3.8994 2.2143 0.0 0.0 -0.1 -0.2835
F 8.0358 -4.6438 2.1921 0.1 0.0 0.0 0.1042
F 7.2632 -2.5949 2.2663 0.0 0.0 0.0 0.1030
F 6.7324 -3.8945 4.5899 0.1 0.0 0.0 0.1518
F 4.9663 -3.4988 3.3974 -0.2 0.2 0.1 0.1415
H 5.2821 -7.2040 4.4791 0.0 0.0 0.0 0.1494
H 6.0087 -5.9587 5.4823 0.1 0.0 0.0 0.1469
H 8.4195 -6.6450 6.1570 0.0 0.0 0.0 0.1719
H 6.3263 -4.0913 1.3157 0.0 0.0 0.0 0.1608
```
Forces are in eV/Å.